Record 1
Entry from the OMol25 dataset: C22H32InN4O2S2 as an isolated structure (wB97M-V/def2-TZVPD).

The geometry in XYZ format:
```
63
Properties=species:S:1:pos:R:3
In 0.24175 -0.86111 0.11732
C 2.53635 0.73298 -0.69786
C 2.55903 -0.40147 0.23823
C 2.67586 0.24427 1.57666
C 2.70301 1.58649 1.36145
C 2.60854 1.90485 -0.02624
C 2.72190 3.30465 -0.56596
C 2.02942 3.44376 -1.92136
C 2.10427 4.32233 0.39644
C 4.21981 3.60142 -0.72798
C 2.73117 -0.29276 3.00363
C 1.72949 -1.41651 3.26090
C 4.15518 -0.74460 3.37324
C 2.34765 0.82771 3.98816
C 3.38254 -1.58578 -0.27814
C 4.86068 -1.19992 -0.10054
C 3.11619 -2.90841 0.43870
C 3.12940 -1.83105 -1.77417
H 2.52622 0.61306 -1.76686
H 2.78767 2.33717 2.12049
H 0.96935 3.23921 -1.81031
H 2.45811 2.76446 -2.65540
H 2.13622 4.46300 -2.28874
H 1.07195 4.06316 0.61882
H 2.12708 5.31541 -0.05102
H 2.66158 4.36290 1.32793
H 4.65799 2.91779 -1.45289
H 4.73335 3.46889 0.22224
H 4.36797 4.62358 -1.07160
H 1.81448 -2.22832 2.54676
H 0.71811 -1.01125 3.19804
H 1.87764 -1.82547 4.26006
H 4.43133 -1.67460 2.88226
H 4.22226 -0.90353 4.44858
H 4.87510 0.02687 3.10122
H 1.41384 1.29195 3.68101
H 3.12225 1.58747 4.05280
H 2.21596 0.40638 4.98272
H 5.09187 -1.06705 0.95037
H 5.06941 -0.26283 -0.61310
H 5.50444 -1.97831 -0.50636
H 3.38387 -2.84151 1.48757
H 3.71718 -3.70128 -0.00866
H 2.06199 -3.18024 0.35029
H 3.57676 -1.05234 -2.38611
H 2.05747 -1.87607 -1.98296
H 3.58016 -2.77624 -2.07300
S -0.73199 -2.75101 1.60526
C -1.99051 -2.77876 0.43149
S -1.69568 -2.13067 -1.13628
C -3.21034 -3.33185 0.76514
C -4.29017 -3.33349 -0.12353
N -5.19995 -3.33812 -0.82845
C -3.42379 -3.87408 2.04145
N -3.61884 -4.31416 3.08677
N -0.38535 0.67897 -1.95340
N -1.06420 1.72854 -1.30605
C -0.89148 1.97337 0.07559
O -1.11078 3.11141 0.44604
O -0.58076 0.98421 0.80948
H 0.34550 1.03257 -2.57208
H -1.03978 0.10973 -2.49565
H -1.19268 2.58790 -1.83302
```

The value obtained for the HOMO-LUMO gap is 7.641 eV. The total charge is -1. Its HOMO energy is -0.201 hartree. For the calculated total energy, the calculation gives -2213.64271 Eh. The value obtained for the max |F| is 1.46 eV Å⁻¹. Its spin multiplicity is 1.

---

Record 2
Entry from the OMol25 dataset: a 11-piece molecular cluster, C54H132Cl6N8 overall (wB97M-V/def2-TZVPD).

The geometry in XYZ format:
```
200
Properties=species:S:1:pos:R:3
C 2.22995 4.45683 -3.56791
C 1.66699 4.48803 -2.09617
N 1.01067 5.74401 -1.73722
C 1.96056 6.90226 -1.87414
C 3.07232 6.96837 -0.86188
C -0.30821 5.96589 -2.38800
C -1.39502 5.06808 -1.73168
H 1.37601 4.39322 -4.29744
H 2.90996 3.55959 -3.62323
H 2.75842 5.38964 -3.71262
H 0.88424 3.69107 -2.08659
H 2.42248 4.25240 -1.37873
H 2.35222 6.94148 -2.91312
H 1.32408 7.77919 -1.87192
H 3.67851 7.82794 -1.13573
H 2.71004 7.06443 0.17347
H 3.70735 6.09459 -0.80826
H -0.29937 5.84125 -3.45775
H -0.44500 7.03867 -2.15807
H -1.42431 5.21222 -0.59248
H -1.21814 3.99566 -1.98717
H -2.35094 5.25560 -2.23387
C 4.29180 -0.32555 5.55085
C 3.10938 0.44629 6.17155
N 2.76207 1.67358 5.42157
C 1.62796 1.40377 4.59703
C 0.24168 1.58149 5.20315
C 2.66774 2.86501 6.25844
C 3.92416 3.35987 7.02997
H 4.47476 -1.24244 6.09664
H 5.17568 0.34044 5.61695
H 4.05537 -0.64288 4.53991
H 2.24432 -0.24993 6.19512
H 3.43316 0.64033 7.17939
H 1.66325 2.01516 3.63039
H 1.76569 0.35527 4.31275
H 0.07293 1.07039 6.13625
H 0.01974 2.60309 5.48941
H -0.55959 1.29845 4.50767
H 1.81171 2.79424 6.95285
H 2.39371 3.61839 5.50733
H 3.79345 4.41542 7.17731
H 4.88888 3.23217 6.53593
H 3.98835 2.78691 7.92621
C -6.12262 4.89015 -2.83675
C -5.24995 3.68475 -3.11174
N -5.98491 2.39427 -2.87255
C -6.27729 2.08263 -1.49664
C -7.32774 0.88964 -1.34393
C -5.35462 1.30616 -3.56546
C -5.86238 1.11468 -5.01735
H -7.10255 4.58765 -3.29234
H -5.80358 5.84626 -3.31962
H -6.24645 5.09069 -1.77751
H -4.92450 3.60579 -4.15150
H -4.19891 3.65668 -2.58401
H -5.44064 1.95378 -0.80920
H -6.80904 2.89787 -1.02173
H -6.94583 -0.11528 -1.35555
H -7.87172 0.89015 -0.38396
H -7.98709 0.97284 -2.22356
H -5.52579 0.32521 -3.10888
H -4.32021 1.42574 -3.68522
H -5.60787 2.02354 -5.57219
H -6.94349 0.92523 -4.92471
H -5.40661 0.26456 -5.54041
C 4.22144 -6.45836 0.30298
C 3.74260 -6.38145 1.74023
N 3.76909 -4.98024 2.16801
C 3.97365 -4.76991 3.60554
C 5.48755 -4.64012 3.98757
C 2.64932 -4.28118 1.61460
C 2.89459 -2.87606 1.21084
H 5.21840 -6.09983 0.06749
H 3.56570 -5.86839 -0.39223
H 4.17281 -7.50514 -0.13557
H 2.71517 -6.76706 1.88708
H 4.37601 -7.04169 2.32959
H 3.55597 -5.48692 4.26097
H 3.46917 -3.80462 3.78851
H 5.89898 -3.83964 3.38037
H 5.99609 -5.61939 3.72943
H 5.64691 -4.51063 5.07755
H 2.20424 -4.69938 0.71443
H 1.78217 -4.29055 2.32900
H 3.23964 -2.24794 2.04518
H 3.66432 -2.84830 0.35907
H 1.97602 -2.46529 0.80156
C -0.63828 -4.53489 -1.96958
C 0.05977 -4.17083 -3.27128
N 1.47492 -4.65752 -3.34871
C 2.39723 -3.93104 -2.43944
C 2.37346 -2.43115 -2.69786
C 1.63441 -6.09338 -3.31769
C 0.81390 -6.76897 -4.41458
H -0.13191 -4.08515 -1.13952
H -0.54340 -5.58968 -1.82034
H -1.73709 -4.27633 -1.93528
H -0.45984 -4.68114 -4.04930
H -0.03852 -3.09552 -3.56032
H 2.17928 -4.10791 -1.36721
H 3.36924 -4.39649 -2.73601
H 3.36767 -2.08301 -2.40449
H 2.27101 -2.27038 -3.81767
H 1.56194 -1.95348 -2.14858
H 1.44902 -6.59143 -2.35772
H 2.70063 -6.23808 -3.48905
H -0.24021 -6.81510 -4.17302
H 1.17406 -7.77976 -4.60424
H 1.02362 -6.19315 -5.33663
C 0.51745 0.55095 1.32104
C -0.25640 -0.61741 0.74140
N -1.49362 -0.16475 0.04946
C -2.00760 -1.28968 -0.75978
C -3.46309 -1.04866 -1.23195
C -1.31098 1.12490 -0.65650
C -0.28024 1.04929 -1.81646
H -0.17190 1.04575 2.01212
H 0.84697 1.29013 0.56556
H 1.39476 0.16043 1.79512
H 0.40341 -1.19890 0.04753
H -0.47636 -1.43736 1.44648
H -1.35997 -1.47803 -1.60814
H -1.97093 -2.16155 -0.09975
H -3.98269 -0.68298 -0.32800
H -3.55646 -0.29382 -2.05992
H -3.90149 -2.04338 -1.52030
H -1.00638 1.90605 0.00541
H -2.23616 1.44512 -1.21620
H -0.19014 2.01984 -2.23954
H -0.64968 0.41169 -2.61984
H 0.71151 0.65371 -1.49218
C 4.98077 5.50967 3.54778
C 5.08115 4.05637 3.06572
N 5.25966 3.92564 1.58505
C 5.22114 2.50517 1.39031
C 5.22803 2.11660 -0.10466
C 6.37525 4.68330 1.03834
C 7.80163 4.11140 1.26759
H 4.37905 5.54053 4.43469
H 4.51516 6.07615 2.74310
H 5.93341 5.96985 3.74771
H 5.80319 3.45663 3.63159
H 4.09923 3.56580 3.16697
H 6.10590 1.99797 1.88782
H 4.30946 2.20092 1.93380
H 5.05995 1.03267 -0.19321
H 4.39936 2.62591 -0.61672
H 6.19914 2.34032 -0.54158
H 6.28076 5.74161 1.39366
H 6.28610 4.67494 -0.05238
H 7.84850 3.12143 0.81876
H 8.01373 3.96090 2.35062
H 8.55034 4.69226 0.75706
C -4.48346 -4.15319 0.04398
C -4.83696 -5.67939 0.31222
N -6.14635 -6.04079 -0.23777
C -6.49711 -7.41839 0.24698
C -7.90404 -7.86832 -0.25951
C -6.29314 -5.92898 -1.69623
C -5.80515 -7.05947 -2.69006
H -5.39699 -3.56731 0.03295
H -3.98975 -4.06241 -0.93884
H -3.79874 -3.69944 0.81889
H -4.00068 -6.29285 -0.11014
H -4.82711 -5.81000 1.41510
H -6.56665 -7.38292 1.38465
H -5.70503 -8.15395 -0.05621
H -7.95834 -8.07830 -1.33122
H -8.57181 -7.08410 0.01603
H -8.08758 -8.73498 0.33393
H -7.35004 -5.78108 -1.83236
H -5.76409 -5.03124 -2.05182
H -6.36939 -8.00066 -2.68542
H -5.84517 -6.75483 -3.75557
H -4.77388 -7.38027 -2.47575
Cl -1.49147 2.74457 -5.03874
C -0.41922 1.31808 -5.23747
C -1.09651 0.26169 -6.11601
Cl -2.23577 -0.73528 -5.18880
H -0.20843 0.90926 -4.27023
H 0.50949 1.74827 -5.63349
H -0.45034 -0.44912 -6.62638
H -1.66375 0.76482 -6.87826
Cl -3.44362 1.48986 4.72188
C -3.16158 1.35325 2.92212
C -4.47349 1.41474 2.11656
Cl -5.53591 0.01078 2.40867
H -2.73575 0.36969 2.80722
H -2.49487 2.20406 2.71876
H -4.22213 1.40875 1.05390
H -5.01757 2.40216 2.32606
Cl 1.20129 6.88245 3.09901
C 1.40406 5.20599 2.47106
C 0.35951 4.90436 1.38981
Cl -1.31504 4.69134 2.01490
H 1.46993 4.50930 3.31144
H 2.37311 5.24606 1.92549
H 0.55540 4.00156 0.77636
H 0.33721 5.70251 0.67968
```

The value obtained for the HOMO-LUMO gap is 8.720 eV. The total charge is 0. Its HOMO energy is -0.305 hartree. For the calculated total energy, the calculation gives -5335.63770 Eh. Its structure (SMILES) is CCN(CC)CC.CCN(CC)CC.CCN(CC)CC.CCN(CC)CC.CCN(CC)CC.CCN(CC)CC.CCN(CC)CC.CCN(CC)CC.ClCCCl.ClCCCl.ClCCCl. The value obtained for the max |F| is 2.77 eV Å⁻¹. As for the relative energy (zero: lowest compared OMol25 entry of this formula, charge and spin): 41.3 kcal per mole. Its spin multiplicity is 1.

---

Record 3
Entry from the OMol25 dataset: C25H20Co2O7 as an isolated structure (wB97M-V/def2-TZVPD).

The geometry in XYZ format:
```
54
Properties=species:S:1:pos:R:3
C 0.97350 2.28556 2.97024
C 0.79848 2.08969 1.46512
C 0.10937 3.33339 0.89428
C 2.17165 1.95947 0.80544
C -0.03820 0.82813 1.21671
C -1.24515 0.96212 0.54578
C -2.06074 -0.12295 0.32657
C -1.60778 -1.39801 0.69542
O -2.21827 -2.35811 -0.03394
C -0.40038 -1.57526 1.40199
C 0.37890 -0.44129 1.64365
H 1.47741 1.43107 3.43291
H 1.56986 3.18707 3.14256
H -0.00439 2.41720 3.44817
H -0.01248 3.25269 -0.19106
H -0.87218 3.48245 1.35603
H 0.72342 4.21158 1.10501
H 2.06692 1.86229 -0.28155
H 2.74681 2.86770 1.01607
H 2.72682 1.09532 1.18354
H -1.57174 1.92402 0.16599
H -2.95565 -0.02845 -0.28382
H -0.05288 -2.56890 1.68734
H 1.33847 -0.53558 2.16600
O -5.60674 -4.23540 -3.51507
C -6.05037 -4.25628 -2.45146
Co -6.71899 -4.38888 -0.84248
C -8.29138 -3.62491 -1.14108
O -9.36313 -3.28166 -1.41159
C -7.27797 -6.03093 -0.71955
O -7.70243 -7.10633 -0.66301
C -5.12122 -4.50150 0.40992
C -3.96922 -3.84096 0.30812
C -2.55008 -3.70596 0.14021
C -2.17195 -4.31335 -1.21545
C -2.04661 -5.69466 -1.34545
C -1.65862 -6.24029 -2.56893
C -1.37235 -5.41069 -3.65896
C -1.50649 -4.03023 -3.52239
C -1.94149 -3.48429 -2.31634
Co -5.36365 -2.67860 0.29515
C -4.70212 -1.70279 1.59529
O -4.26128 -1.09156 2.47310
C -7.02550 -1.99939 0.25414
O -7.87400 -1.23148 0.43281
C -4.97023 -1.92232 -1.23691
O -4.76673 -1.36192 -2.22939
H -5.34163 -5.30749 1.12794
H -2.00025 -4.17370 0.97322
H -2.26788 -6.29439 -0.46022
H -1.57034 -7.31879 -2.67656
H -1.02445 -5.82356 -4.60751
H -1.28374 -3.34634 -4.33821
H -2.07357 -2.40715 -2.21591
```

The value obtained for the HOMO-LUMO gap is 2.536 eV. The total charge is -2. Its HOMO energy is 0.049 hartree. For the calculated total energy, the calculation gives -4256.72446 Eh. The value obtained for the max |F| is 5.48 eV Å⁻¹. Its spin multiplicity is 1.